{"formula": "C40H56N10OP2ScSi", "method": "the ωB97M-V functional and the def2-TZVPD basis", "symbols": ["Sc", "C", "Si", "C", "C", "C", "C", "C", "C", "P", "C", "C", "C", "C", "C", "C", "C", "C", "C", "C", "C", "C", "C", "C", "C", "C", "C", "C", "P", "C", "C", "C", "C", "C", "C", "C", "C", "C", "C", "C", "C", "H", "H", "H", "H", "H", "H", "H", "H", "H", "H", "H", "H", "H", "H", "H", "H", "H", "H", "H", "H", "H", "H", "H", "H", "H", "H", "H", "H", "H", "H", "H", "H", "H", "H", "H", "H", "H", "H", "H", "H", "H", "H", "H", "H", "H", "H", "H", "H", "H", "H", "H", "H", "H", "H", "H", "N", "C", "N", "N", "N", "N", "C", "N", "N", "N", "N", "H", "O", "C", "N"], "xyz": [[-1.224, -2.203, -0.426], [-1.022, -2.346, 3.542], [-0.885, -1.159, 2.040], [0.878, -0.407, 2.299], [1.149, 0.376, 3.412], [2.394, 0.930, 3.653], [3.435, 0.617, 2.783], [3.170, -0.152, 1.675], [1.918, -0.653, 1.412], [1.571, -1.687, -0.078], [2.484, -3.283, 0.249], [1.901, -3.988, 1.494], [2.811, -5.167, 1.904], [4.126, -4.635, 2.454], [4.482, -3.263, 1.847], [4.019, -3.218, 0.355], [2.390, -0.973, -1.593], [3.633, -0.070, -1.452], [3.889, 0.720, -2.762], [3.352, 0.002, -3.988], [1.824, -0.085, -3.918], [1.387, -0.193, -2.457], [-2.028, 0.305, 2.502], [-2.689, 0.347, 3.737], [-3.566, 1.352, 4.044], [-3.700, 2.420, 3.159], [-3.019, 2.419, 1.953], [-2.208, 1.346, 1.586], [-1.330, 1.188, -0.008], [-2.409, 1.979, -1.291], [-2.754, 3.490, -1.215], [-4.256, 3.749, -1.262], [-4.921, 3.082, -2.455], [-4.572, 1.569, -2.547], [-3.679, 1.145, -1.371], [0.152, 2.308, 0.184], [0.479, 3.115, -1.075], [1.859, 3.762, -0.943], [1.866, 4.746, 0.230], [1.430, 4.026, 1.498], [0.097, 3.281, 1.365], [-0.902, -1.916, 4.535], [-0.274, -3.142, 3.396], [-2.006, -2.811, 3.494], [0.340, 0.538, 4.116], [2.560, 1.527, 4.560], [4.442, 0.974, 2.996], [3.971, -0.416, 0.998], [2.201, -3.844, -0.655], [0.875, -4.306, 1.317], [1.869, -3.254, 2.318], [3.008, -5.747, 1.004], [2.312, -5.808, 2.630], [4.950, -5.341, 2.257], [4.047, -4.542, 3.524], [5.564, -3.087, 1.948], [3.948, -2.502, 2.403], [4.440, -4.109, -0.132], [4.415, -2.348, -0.186], [2.661, -1.870, -2.150], [4.517, -0.673, -1.215], [3.426, 0.644, -0.662], [4.959, 0.923, -2.834], [3.385, 1.699, -2.703], [3.775, -1.022, -4.008], [3.679, 0.505, -4.898], [1.466, -0.961, -4.466], [1.384, 0.832, -4.357], [0.404, -0.623, -2.439], [1.350, 0.816, -2.037], [-2.588, -0.473, 4.442], [-4.116, 1.302, 4.973], [-4.341, 3.270, 3.390], [-3.109, 3.277, 1.283], [-1.852, 1.778, -2.227], [-2.324, 3.985, -2.092], [-2.330, 3.987, -0.329], [-4.437, 4.841, -1.358], [-4.707, 3.372, -0.338], [-4.531, 3.574, -3.336], [-5.997, 3.212, -2.421], [-4.012, 1.381, -3.467], [-5.476, 0.962, -2.591], [-3.444, 0.088, -1.514], [-4.239, 1.189, -0.434], [0.989, 1.657, 0.397], [-0.257, 3.904, -1.173], [0.439, 2.509, -1.974], [2.129, 4.250, -1.890], [2.592, 2.967, -0.766], [1.134, 5.542, 0.004], [2.851, 5.199, 0.299], [1.389, 4.718, 2.346], [2.180, 3.271, 1.749], [-0.729, 4.011, 1.196], [-0.115, 2.741, 2.271], [-4.155, -2.105, -2.586], [-2.921, -2.164, -3.185], [-2.768, -2.358, -4.490], [-1.451, -2.366, -4.677], [-0.835, -2.208, -3.555], [-1.732, -2.058, -2.559], [-4.365, -2.011, -1.230], [-5.558, -1.789, -0.712], [-5.339, -1.787, 0.620], [-4.079, -1.991, 0.888], [-3.416, -2.108, -0.270], [-4.962, -2.105, -3.191], [-0.848, -6.659, -0.249], [-0.921, -5.461, -0.250], [-0.947, -4.276, -0.284]], "charge": -1, "fmax_ev_per_a": 1.9}

{"formula": "C40H57BrMnN3O4", "method": "the ωB97M-V functional and the def2-TZVPD basis", "symbols": ["Mn", "C", "N", "C", "C", "C", "N", "C", "C", "C", "C", "C", "C", "C", "O", "C", "C", "C", "C", "C", "C", "C", "C", "C", "C", "C", "C", "C", "C", "C", "O", "C", "C", "C", "C", "C", "C", "C", "C", "H", "H", "H", "H", "H", "H", "H", "H", "H", "H", "H", "H", "H", "H", "H", "H", "H", "H", "H", "H", "H", "H", "H", "H", "H", "H", "H", "H", "H", "H", "H", "H", "H", "H", "H", "H", "H", "H", "H", "H", "H", "H", "H", "H", "H", "H", "H", "H", "H", "H", "H", "H", "H", "H", "Br", "C", "C", "N", "C", "C", "C", "C", "O", "O", "H", "H", "H"], "xyz": [[-1.313, -2.010, -0.996], [-3.406, -3.970, -2.221], [-3.142, -3.198, -0.988], [-3.226, -4.138, 0.146], [-4.180, -2.146, -0.829], [-3.877, -0.930, -1.696], [-2.636, -0.284, -1.242], [-1.986, 0.494, -2.318], [-0.696, 1.129, -1.874], [-0.529, 2.489, -2.098], [0.646, 3.142, -1.764], [1.646, 2.366, -1.191], [1.550, 0.999, -0.946], [0.330, 0.368, -1.279], [0.159, -0.939, -1.040], [2.780, 0.328, -0.310], [4.032, 0.635, -1.151], [2.717, -1.197, -0.198], [2.961, 0.906, 1.099], [0.900, 4.620, -2.053], [1.276, 5.357, -0.762], [2.056, 4.739, -3.057], [-0.328, 5.305, -2.654], [-2.840, 0.514, -0.014], [-1.776, 0.448, 1.061], [-1.446, 1.623, 1.704], [-0.606, 1.635, 2.815], [-0.122, 0.414, 3.250], [-0.378, -0.807, 2.613], [-1.221, -0.773, 1.494], [-1.562, -1.892, 0.817], [0.224, -2.063, 3.269], [0.111, -3.355, 2.454], [-0.510, -2.290, 4.601], [1.720, -1.860, 3.562], [-0.252, 2.960, 3.484], [-1.524, 3.602, 4.052], [0.751, 2.785, 4.623], [0.365, 3.895, 2.437], [-4.383, -4.458, -2.138], [-2.636, -4.728, -2.341], [-3.381, -3.330, -3.097], [-4.219, -4.600, 0.174], [-3.032, -3.606, 1.072], [-2.480, -4.922, 0.017], [-4.179, -1.857, 0.222], [-5.165, -2.564, -1.067], [-4.723, -0.232, -1.680], [-3.727, -1.235, -2.734], [-2.668, 1.279, -2.671], [-1.812, -0.199, -3.148], [-1.347, 3.029, -2.557], [2.568, 2.858, -0.912], [3.913, 0.255, -2.167], [4.900, 0.146, -0.704], [4.251, 1.699, -1.212], [2.611, -1.663, -1.177], [1.890, -1.532, 0.423], [3.652, -1.550, 0.243], [3.142, 1.982, 1.070], [3.814, 0.434, 1.595], [2.070, 0.730, 1.702], [2.172, 4.936, -0.304], [0.468, 5.297, -0.032], [1.471, 6.410, -0.972], [2.974, 4.307, -2.659], [2.251, 5.789, -3.289], [1.817, 4.220, -3.986], [-1.183, 5.262, -1.976], [-0.619, 4.853, -3.603], [-0.104, 6.356, -2.841], [-3.794, 0.205, 0.423], [-2.960, 1.564, -0.303], [-1.861, 2.551, 1.327], [0.511, 0.395, 4.125], [-0.922, -3.635, 2.268], [0.586, -4.158, 3.024], [0.627, -3.278, 1.495], [-1.584, -2.401, 4.438], [-0.360, -1.459, 5.291], [-0.141, -3.198, 5.083], [2.290, -1.733, 2.643], [2.108, -2.740, 4.080], [1.909, -0.996, 4.196], [-1.984, 2.955, 4.801], [-2.260, 3.786, 3.268], [-1.289, 4.559, 4.522], [0.355, 2.153, 5.419], [0.981, 3.760, 5.057], [1.687, 2.349, 4.270], [-0.340, 4.102, 1.632], [1.254, 3.449, 1.989], [0.644, 4.848, 2.891], [3.938, -5.750, -5.339], [2.773, -5.058, -4.021], [3.021, -5.325, -2.681], [2.244, -4.868, -1.709], [1.194, -4.128, -2.049], [0.859, -3.814, -3.360], [1.679, -4.296, -4.375], [-0.354, -3.001, -3.747], [-0.590, -2.780, -4.918], [-1.108, -2.576, -2.780], [3.875, -5.925, -2.391], [0.599, -3.761, -1.218], [1.443, -4.064, -5.404]], "multiplicity": 5, "de_lowest_kcal_mol": 6.2, "fmax_ev_per_a": 0.4}

{"formula": "C40H57BrN3O4Pt", "method": "the ωB97M-V functional and the def2-TZVPD basis", "symbols": ["Pt", "C", "N", "C", "C", "C", "N", "C", "C", "C", "C", "C", "C", "C", "O", "C", "C", "C", "C", "C", "C", "C", "C", "C", "C", "C", "C", "C", "C", "C", "O", "C", "C", "C", "C", "C", "C", "C", "C", "H", "H", "H", "H", "H", "H", "H", "H", "H", "H", "H", "H", "H", "H", "H", "H", "H", "H", "H", "H", "H", "H", "H", "H", "H", "H", "H", "H", "H", "H", "H", "H", "H", "H", "H", "H", "H", "H", "H", "H", "H", "H", "H", "H", "H", "H", "H", "H", "H", "H", "H", "H", "H", "H", "Br", "C", "C", "C", "C", "C", "N", "C", "O", "O", "H", "H", "H"], "xyz": [[0.349, 0.220, 0.029], [-1.044, 2.103, 2.296], [-0.826, 0.680, 2.059], [-0.190, 0.100, 3.236], [-2.108, 0.031, 1.754], [-1.954, -1.396, 1.224], [-1.254, -1.445, -0.063], [-0.629, -2.757, -0.285], [0.230, -3.274, 0.841], [-0.056, -4.501, 1.389], [0.777, -5.109, 2.340], [1.949, -4.441, 2.692], [2.299, -3.210, 2.186], [1.399, -2.546, 1.262], [1.647, -1.366, 0.868], [3.611, -2.549, 2.541], [4.428, -2.433, 1.241], [4.446, -3.345, 3.550], [3.367, -1.159, 3.146], [0.422, -6.459, 2.921], [0.357, -7.489, 1.781], [1.446, -6.943, 3.955], [-0.950, -6.376, 3.607], [-2.165, -1.092, -1.157], [-1.655, -0.587, -2.497], [-2.644, -0.316, -3.414], [-2.374, 0.168, -4.696], [-1.030, 0.363, -5.052], [0.009, 0.103, -4.203], [-0.277, -0.381, -2.859], [0.680, -0.585, -2.061], [1.450, 0.400, -4.563], [2.017, 1.437, -3.577], [1.596, 0.983, -5.971], [2.280, -0.891, -4.482], [-3.447, 0.522, -5.692], [-3.330, 2.028, -5.991], [-3.230, -0.284, -6.984], [-4.859, 0.245, -5.175], [-1.728, 2.257, 3.140], [-1.467, 2.572, 1.409], [-0.095, 2.585, 2.529], [-0.852, 0.175, 4.110], [0.731, 0.640, 3.450], [0.067, -0.945, 3.076], [-2.609, 0.648, 1.004], [-2.734, 0.006, 2.660], [-2.948, -1.856, 1.138], [-1.381, -1.991, 1.936], [-0.007, -2.672, -1.182], [-1.414, -3.504, -0.487], [-0.945, -5.016, 1.058], [2.622, -4.909, 3.387], [4.679, -3.426, 0.873], [5.347, -1.885, 1.431], [3.865, -1.906, 0.475], [4.714, -4.328, 3.168], [3.928, -3.461, 4.499], [5.370, -2.803, 3.735], [2.801, -0.539, 2.460], [4.322, -0.678, 3.339], [2.823, -1.246, 4.084], [1.313, -7.545, 1.265], [-0.412, -7.234, 1.056], [0.126, -8.469, 2.190], [2.427, -7.081, 3.506], [1.127, -7.903, 4.354], [1.523, -6.246, 4.787], [-1.737, -6.111, 2.906], [-0.932, -5.639, 4.407], [-1.196, -7.343, 4.039], [-2.809, -0.290, -0.788], [-2.811, -1.962, -1.370], [-3.670, -0.479, -3.121], [-0.819, 0.756, -6.030], [1.378, 2.318, -3.540], [3.013, 1.738, -3.893], [2.085, 1.009, -2.578], [1.071, 1.931, -6.061], [1.229, 0.290, -6.725], [2.650, 1.163, -6.170], [2.255, -1.309, -3.480], [3.315, -0.677, -4.737], [1.896, -1.631, -5.182], [-2.375, 2.276, -6.447], [-3.425, 2.601, -5.072], [-4.120, 2.329, -6.674], [-2.267, -0.074, -7.439], [-4.005, -0.037, -7.706], [-3.283, -1.350, -6.773], [-5.073, 0.842, -4.292], [-4.990, -0.810, -4.943], [-5.586, 0.510, -5.940], [3.862, 0.990, 0.215], [2.766, 2.486, -0.079], [3.292, 3.767, -0.071], [2.431, 4.818, -0.355], [1.116, 4.538, -0.693], [0.686, 3.219, -0.679], [1.494, 2.218, -0.333], [-0.713, 2.826, -1.195], [-1.275, 3.610, -1.936], [-1.151, 1.704, -0.807], [4.339, 3.924, 0.139], [2.793, 5.834, -0.342], [0.422, 5.309, -0.985]], "charge": 1, "fmax_ev_per_a": 4.8}

{"formula": "C40H57N4O19P2S", "method": "the ωB97M-V functional and the def2-TZVPD basis", "symbols": ["C", "C", "P", "C", "C", "N", "N", "C", "C", "C", "O", "C", "C", "C", "C", "C", "C", "N", "C", "C", "C", "O", "O", "C", "C", "P", "O", "O", "S", "C", "O", "N", "C", "C", "C", "O", "H", "H", "H", "H", "H", "H", "H", "H", "H", "H", "H", "H", "H", "H", "H", "H", "H", "H", "H", "H", "H", "H", "H", "H", "H", "H", "H", "H", "H", "H", "H", "H", "H", "H", "H", "H", "H", "H", "H", "H", "H", "H", "H", "H", "H", "C", "C", "C", "O", "C", "C", "C", "O", "O", "O", "H", "H", "H", "H", "C", "C", "C", "O", "C", "C", "C", "O", "O", "O", "H", "H", "H", "H", "C", "C", "C", "O", "C", "C", "C", "O", "O", "O", "H", "H", "H", "H"], "xyz": [[-0.619, 0.777, -4.328], [-0.706, -0.706, -3.913], [-0.350, -1.587, -2.377], [-0.128, -3.338, -2.918], [-1.178, -3.780, -3.988], [0.125, -1.100, -0.704], [1.028, 0.003, -0.671], [1.270, 0.796, 0.533], [1.393, 0.791, -1.815], [1.083, 2.304, -1.965], [2.043, 0.375, -2.684], [0.923, -2.264, -0.078], [2.171, -2.862, -0.715], [3.435, -2.107, -1.178], [3.853, -0.836, -0.425], [3.638, -2.058, -2.738], [-0.001, -3.446, 0.455], [0.509, -4.788, 0.203], [1.159, -5.359, 1.406], [-0.562, -5.730, -0.125], [-1.526, -6.273, 0.945], [-0.687, -6.145, -1.196], [-1.322, -3.450, -0.038], [-2.047, -2.248, 0.155], [-2.717, -2.524, 1.547], [-3.524, -2.262, -0.996], [-4.901, -1.993, -0.160], [-3.571, -1.296, -2.285], [-3.716, -4.087, -1.644], [-1.110, -0.921, 0.185], [-0.871, -0.813, 1.572], [-2.017, 0.174, -0.122], [-1.675, 1.323, -0.961], [-2.706, 0.833, 1.007], [-4.228, 0.752, 1.163], [-2.177, 1.603, 1.688], [-1.362, 1.438, -3.869], [-0.906, 0.794, -5.387], [0.376, 1.222, -4.314], [-1.709, -1.003, -4.246], [-0.089, -1.165, -4.705], [-0.065, -4.126, -2.171], [0.829, -3.362, -3.460], [-1.435, -4.823, -3.814], [-0.783, -3.616, -4.992], [-2.112, -3.223, -3.891], [1.527, 0.231, 1.437], [0.496, 1.513, 0.836], [2.175, 1.385, 0.366], [0.070, 2.487, -2.328], [1.218, 2.883, -1.046], [1.755, 2.742, -2.701], [1.321, -1.879, 0.868], [2.015, -3.637, -1.468], [2.574, -3.479, 0.098], [4.280, -2.775, -0.957], [4.923, -0.837, -0.193], [3.380, -0.870, 0.564], [3.681, 0.106, -0.947], [4.236, -1.175, -2.965], [2.641, -2.004, -3.187], [4.098, -2.975, -3.110], [-0.084, -3.370, 1.558], [2.161, -4.953, 1.568], [0.557, -5.249, 2.318], [1.274, -6.431, 1.225], [-2.490, -6.316, 0.435], [-1.605, -5.612, 1.812], [-1.279, -7.301, 1.216], [-2.021, -2.935, 2.276], [-3.269, -1.685, 1.965], [-3.447, -3.316, 1.338], [-5.580, -1.773, -0.819], [-3.003, -0.510, -2.253], [0.019, -0.861, 1.928], [-1.232, 0.988, -1.902], [-2.610, 1.833, -1.233], [-1.043, 2.103, -0.526], [-4.537, 0.070, 1.954], [-4.725, 0.552, 0.211], [-4.580, 1.741, 1.460], [-7.929, 4.856, 2.897], [-7.119, 3.843, 3.221], [-7.538, 2.414, 3.051], [-6.747, 1.534, 3.346], [-8.875, 2.144, 2.545], [-9.691, 3.157, 2.223], [-9.263, 4.587, 2.366], [-10.037, 5.465, 2.041], [-10.920, 2.955, 1.759], [-5.893, 4.042, 3.711], [-7.637, 5.890, 3.012], [-9.171, 1.109, 2.444], [-11.298, 3.844, 1.603], [-5.518, 3.153, 3.862], [4.524, 2.147, 5.227], [3.867, 1.078, 4.765], [4.327, 0.344, 3.542], [3.702, -0.634, 3.161], [5.497, 0.835, 2.841], [6.157, 1.910, 3.295], [5.718, 2.631, 4.537], [6.362, 3.587, 4.915], [7.227, 2.396, 2.678], [2.770, 0.604, 5.362], [4.206, 2.684, 6.110], [5.801, 0.304, 1.950], [7.516, 3.169, 3.205], [2.495, -0.171, 4.837], [5.700, 5.711, -1.769], [5.507, 5.191, -2.989], [4.888, 3.838, -3.178], [4.716, 3.421, -4.306], [4.521, 3.078, -1.985], [4.719, 3.599, -0.770], [5.312, 4.961, -0.583], [5.448, 5.383, 0.551], [4.401, 2.942, 0.349], [5.849, 5.841, -4.098], [6.143, 6.686, -1.621], [4.091, 2.095, -2.133], [4.642, 3.542, 1.083], [5.605, 5.256, -4.841]], "charge": 1, "fmax_ev_per_a": 4.3}

no.,calculated total energy (Ha)
1,-3913.78070
2,-5748.76681
3,-4716.68987
4,-4287.39114